Record 1
C5H5KO6 | the ωB97M-V functional and the def2-TZVPD basis

Structure (XYZ):
```
17
Properties=species:S:1:pos:R:3
C 2.737 -0.313 1.350
C 2.005 -1.114 0.199
O 1.530 -2.240 0.633
O 3.787 0.208 1.150
H 2.235 -0.384 2.336
H 2.649 -1.157 -0.697
C -1.305 0.170 -0.045
C -1.760 0.336 -1.488
O -1.903 1.745 -1.614
C -1.735 2.342 -0.442
O -1.428 1.407 0.518
O -1.889 3.495 -0.204
O -1.555 -0.823 0.627
H -2.717 -0.165 -1.679
H -0.994 -0.036 -2.179
K -0.688 -3.164 1.591
H 1.030 -0.306 -0.055
```

Summary:
spin multiplicity: 2
ΔE to the lowest compared entry with this formula, charge and spin: 0.00 kJ/mol
energy: -1244.6123 Eh
charge: +1
E_HOMO (spin up / spin down): -14.186 / -14.187 eV
⟨S²⟩: 0.758

Record 2
C6H8N | the ωB97M-V functional and the def2-TZVPD basis

Structure (XYZ):
```
15
Properties=species:S:1:pos:R:3
C -2.496 0.012 -0.712
N -1.655 -0.196 0.075
C -0.603 -0.197 0.880
C 0.026 1.245 0.517
C 1.136 1.097 -0.186
C 1.298 -0.306 -0.585
C 0.587 -1.153 0.398
H -3.308 0.285 -1.452
H -0.973 -0.320 1.946
H -0.372 2.137 0.790
H 1.876 1.869 -0.476
H 0.702 -0.331 -1.648
H 2.289 -0.734 -0.945
H 1.263 -1.296 1.266
H 0.231 -2.113 0.134
```

Summary:
ΔE to the lowest compared entry with this formula, charge and spin: 397.13 kJ/mol
energy: -287.8050 Eh
charge: +1
E_HOMO: -13.854 eV

Record 3
C5H7NO | the ωB97M-V functional and the def2-TZVPD basis

Structure (XYZ):
```
14
Properties=species:S:1:pos:R:3
N 2.054 -1.426 1.008
C 0.971 -0.958 0.717
O 0.734 0.194 -1.186
C 0.353 1.330 -0.449
C -0.839 0.667 0.241
C -1.286 -0.250 -0.854
C -0.278 -0.545 0.957
H 2.744 -1.838 0.405
H 0.102 2.212 -1.069
H 1.156 1.668 0.238
H -1.568 1.239 0.826
H -1.360 -0.044 -1.914
H -1.918 -1.107 -0.562
H -0.864 -1.143 1.643
```

Summary:
ΔE to the lowest compared entry with this formula, charge and spin: 601.23 kJ/mol
energy: -324.4955 Eh
E_HOMO (spin up / spin down): -7.921 / -7.922 eV